(1)
{"formula": "C6H12N2", "method": "ωB97M-V/def2-TZVPD", "e_lumo_ev": [0.08, 0.01], "e_tot_ha": -345.0968, "fmax_ha_per_bohr": 0.023, "e_homo_ev": [-7.7081, -7.2682], "orbital_gap_ev": [7.8, 7.3], "symbols": ["C", "C", "C", "N", "N", "C", "C", "C", "H", "H", "H", "H", "H", "H", "H", "H", "H", "H", "H", "H"], "coordinates": [[-1.317, 0.476, 1.648], [-2.056, 0.329, 0.507], [1.291, 0.319, -0.178], [2.506, 0.236, -0.825], [-1.181, -0.541, 2.598], [0.883, 0.792, 0.921], [0.139, -0.665, -1.232], [0.348, -0.556, -2.596], [-1.169, 1.472, 2.042], [2.411, 0.066, -1.825], [3.174, 0.954, -0.587], [-1.253, -1.474, 2.217], [-0.411, -0.412, 3.237], [1.131, 1.290, 1.831], [0.294, -1.665, -0.827], [-0.783, -0.195, -0.818], [-2.349, 1.196, -0.065], [-2.525, -0.614, 0.259], [0.091, 0.352, -3.129], [0.778, -1.360, -3.179]], "nbo_charge": [0.02, -0.51, 0.14, -0.83, -0.82, -0.31, -0.48, -0.39, 0.21, 0.38, 0.38, 0.37, 0.38, 0.21, 0.21, 0.25, 0.22, 0.20, 0.18, 0.19]}

---

(2)
{"formula": "C56H98N14", "method": "ωB97M-V/def2-TZVPD", "e_lumo_ev": 0.47, "e_tot_ha": -2959.1256, "fmax_ha_per_bohr": 0.030, "e_homo_ev": -10.7463, "orbital_gap_ev": 11.2, "symbols": ["C", "C", "C", "C", "N", "H", "H", "H", "H", "H", "H", "H", "C", "C", "C", "C", "N", "H", "H", "H", "H", "H", "H", "H", "C", "C", "C", "C", "N", "H", "H", "H", "H", "H", "H", "H", "C", "C", "C", "C", "N", "H", "H", "H", "H", "H", "H", "H", "C", "C", "C", "C", "N", "H", "H", "H", "H", "H", "H", "H", "C", "C", "C", "C", "N", "H", "H", "H", "H", "H", "H", "H", "C", "C", "C", "C", "N", "H", "H", "H", "H", "H", "H", "H", "C", "C", "C", "C", "N", "H", "H", "H", "H", "H", "H", "H", "C", "C", "C", "C", "N", "H", "H", "H", "H", "H", "H", "H", "C", "C", "C", "C", "N", "H", "H", "H", "H", "H", "H", "H", "C", "C", "C", "C", "N", "H", "H", "H", "H", "H", "H", "H", "C", "C", "C", "C", "N", "H", "H", "H", "H", "H", "H", "H", "C", "C", "C", "C", "N", "H", "H", "H", "H", "H", "H", "H", "C", "C", "C", "C", "N", "H", "H", "H", "H", "H", "H", "H"], "coordinates": [[-3.637, -6.084, -1.070], [-4.154, -6.089, 0.361], [-3.105, -5.504, 1.337], [-2.737, -4.127, 1.035], [-2.464, -3.030, 0.848], [-3.351, -5.086, -1.409], [-4.377, -6.506, -1.752], [-2.751, -6.711, -1.208], [-4.419, -7.103, 0.656], [-5.069, -5.496, 0.406], [-2.215, -6.128, 1.274], [-3.496, -5.535, 2.354], [4.145, -2.276, -0.804], [4.346, -2.932, 0.558], [5.170, -4.221, 0.589], [4.622, -5.254, -0.300], [4.144, -6.035, -0.992], [3.568, -1.368, -0.637], [3.641, -2.945, -1.505], [5.072, -1.983, -1.302], [3.376, -3.150, 1.002], [4.858, -2.203, 1.188], [5.152, -4.627, 1.604], [6.233, -4.138, 0.354], [4.031, 5.328, -0.016], [4.555, 4.437, -1.138], [5.427, 3.281, -0.672], [4.757, 2.411, 0.307], [4.251, 1.710, 1.060], [3.389, 4.769, 0.667], [3.511, 6.217, -0.366], [4.861, 5.677, 0.607], [5.119, 5.029, -1.861], [3.687, 4.027, -1.667], [6.327, 3.685, -0.199], [5.782, 2.653, -1.489], [1.197, -4.097, 6.904], [1.956, -5.126, 6.065], [3.118, -4.531, 5.262], [2.674, -3.393, 4.449], [2.324, -2.494, 3.827], [1.867, -3.443, 7.465], [0.590, -4.606, 7.653], [0.544, -3.479, 6.287], [1.258, -5.595, 5.367], [2.347, -5.894, 6.732], [3.605, -5.214, 4.566], [3.854, -4.138, 5.968], [1.228, -0.645, 1.207], [0.396, -0.936, -0.036], [-0.466, 0.280, -0.420], [0.368, 1.425, -0.794], [1.002, 2.311, -1.159], [2.101, -0.012, 1.020], [1.702, -1.540, 1.621], [0.625, -0.191, 1.996], [-0.289, -1.770, 0.130], [1.067, -1.178, -0.864], [-1.070, 0.516, 0.457], [-1.131, 0.087, -1.261], [3.785, 0.870, -2.570], [3.511, 1.279, -4.015], [2.036, 1.416, -4.373], [1.218, 0.265, -3.992], [0.536, -0.608, -3.692], [3.536, 1.668, -1.872], [4.834, 0.622, -2.414], [3.151, 0.004, -2.373], [3.937, 0.476, -4.626], [4.072, 2.176, -4.283], [1.904, 1.500, -5.452], [1.567, 2.252, -3.849], [2.992, 1.562, 4.464], [1.602, 1.045, 4.796], [1.503, 0.486, 6.232], [2.599, -0.370, 6.648], [3.439, -1.060, 7.019], [3.786, 0.840, 4.665], [3.221, 2.394, 5.140], [3.088, 1.880, 3.429], [1.302, 0.290, 4.069], [0.856, 1.839, 4.746], [0.559, -0.045, 6.375], [1.497, 1.300, 6.965], [-2.670, -2.805, -4.039], [-2.482, -2.159, -2.678], [-3.745, -1.919, -1.853], [-4.792, -1.168, -2.537], [-5.592, -0.547, -3.080], [-2.866, -3.877, -3.952], [-1.810, -2.659, -4.692], [-3.507, -2.361, -4.586], [-1.953, -1.215, -2.855], [-1.715, -2.701, -2.118], [-3.486, -1.367, -0.949], [-4.175, -2.877, -1.553], [-1.152, -2.065, 3.677], [-2.535, -2.464, 4.150], [-2.539, -2.995, 5.570], [-1.986, -2.076, 6.569], [-1.554, -1.354, 7.350], [-0.807, -1.114, 4.077], [-1.078, -1.986, 2.586], [-0.442, -2.889, 3.817], [-3.016, -3.153, 3.455], [-3.156, -1.561, 4.116], [-2.051, -3.970, 5.599], [-3.570, -3.075, 5.935], [-2.388, 6.365, -1.165], [-2.501, 5.388, 0.003], [-1.476, 4.240, -0.109], [-1.382, 3.424, 1.101], [-1.284, 2.770, 2.038], [-2.619, 5.815, -2.083], [-1.364, 6.703, -1.326], [-3.088, 7.175, -0.983], [-3.508, 4.986, 0.127], [-2.302, 5.901, 0.949], [-0.486, 4.612, -0.370], [-1.803, 3.579, -0.915], [0.995, 5.285, -2.842], [1.295, 6.392, -3.849], [2.654, 7.054, -3.523], [2.519, 7.893, -2.324], [2.423, 8.542, -1.385], [1.618, 4.412, -3.023], [-0.057, 4.990, -2.848], [1.128, 5.632, -1.813], [0.509, 7.148, -3.871], [1.319, 5.999, -4.866], [2.905, 7.773, -4.307], [3.438, 6.305, -3.447], [-3.884, 1.955, -5.372], [-2.919, 1.437, -4.320], [-1.967, 2.508, -3.749], [-1.143, 3.071, -4.834], [-0.480, 3.505, -5.665], [-3.408, 2.411, -6.242], [-4.636, 2.645, -4.978], [-4.495, 1.143, -5.777], [-2.298, 0.663, -4.774], [-3.493, 0.998, -3.504], [-1.351, 2.092, -2.953], [-2.534, 3.351, -3.344], [-0.032, -5.366, -0.732], [1.214, -4.691, -0.180], [1.149, -4.187, 1.283], [0.443, -5.146, 2.149], [-0.156, -5.903, 2.767], [-0.776, -4.564, -0.802], [-0.427, -6.108, -0.040], [0.056, -5.769, -1.737], [1.536, -3.847, -0.793], [2.053, -5.391, -0.252], [0.561, -3.269, 1.296], [2.159, -4.029, 1.643], [-5.617, 4.678, -2.168], [-6.260, 3.319, -2.374], [-6.019, 2.282, -1.255], [-4.622, 1.913, -1.050], [-3.525, 1.604, -0.907], [-4.538, 4.623, -2.306], [-5.832, 5.142, -1.201], [-6.034, 5.413, -2.860], [-5.930, 2.860, -3.307], [-7.342, 3.427, -2.447], [-6.592, 1.364, -1.371], [-6.375, 2.726, -0.319]], "mulliken_charge": [-0.79, -0.74, -0.58, 0.30, -0.22, 0.02, 0.40, 0.29, 0.41, 0.32, 0.19, 0.45, -0.69, 0.77, -0.78, 0.34, -0.56, -0.43, 0.36, 0.53, -1.19, 0.62, 0.29, 0.45, -1.20, 0.78, -0.67, 0.12, -0.40, 0.25, 0.19, 0.38, 0.37, -0.53, 0.48, 0.31, -0.76, -0.48, -0.71, 0.18, -0.13, 0.30, 0.41, -0.05, 0.22, 0.35, 0.29, 0.42, -0.74, 1.24, 1.32, -1.31, 0.05, 0.14, -0.01, 0.31, -0.66, 0.32, 0.69, -1.31, 0.01, -1.09, 0.84, 0.03, -0.39, -0.38, 0.47, 0.01, 0.40, 0.36, 0.55, -0.85, -1.31, 0.97, -0.15, 0.26, -0.59, 0.40, 0.40, 0.16, -0.92, 0.46, -0.03, 0.41, -1.64, 1.70, 0.73, -0.35, -0.56, 0.35, 0.39, 0.38, -0.91, -0.46, 0.14, 0.26, 0.95, -0.36, -0.38, 0.12, -0.56, 0.47, -0.89, -0.38, -0.14, 0.35, 0.32, 0.41, -1.08, -0.64, 1.90, -0.19, -0.56, 0.16, 0.37, 0.34, 0.26, 0.49, -0.19, -0.79, 0.30, -0.87, -0.32, 0.26, -0.52, -0.30, -0.38, 0.47, 0.41, 0.39, 0.43, 0.12, -1.58, 0.49, 2.74, -0.19, -0.69, 0.40, 0.26, 0.42, 0.42, -0.54, -1.02, -0.71, -1.18, -0.34, 3.52, -0.54, -0.79, 0.13, 0.29, 0.44, 0.09, 0.16, -1.83, 0.14, -0.81, -0.15, -0.84, 0.26, -0.27, -0.10, 0.37, 0.42, -0.06, 0.38, 0.40, 0.42]}

---

(3)
{"formula": "C6H9Cl2O6Y", "method": "ωB97M-V/def2-TZVPD", "e_lumo_ev": 5.32, "e_tot_ha": -1644.5966, "fmax_ha_per_bohr": 0.029, "e_homo_ev": -2.1698, "charge": -2, "orbital_gap_ev": 7.5, "symbols": ["Y", "C", "C", "O", "O", "H", "H", "H", "C", "C", "O", "O", "H", "H", "H", "C", "C", "O", "O", "H", "H", "H", "Cl", "Cl"], "coordinates": [[0.572, -0.759, 0.608], [2.802, 2.701, 2.082], [2.081, 1.552, 1.376], [2.675, 0.485, 1.091], [0.842, 1.684, 1.177], [3.146, 2.258, 3.017], [2.151, 3.562, 2.160], [3.675, 2.978, 1.480], [0.098, -0.183, -3.735], [0.230, -0.466, -2.253], [0.831, 0.359, -1.498], [-0.263, -1.495, -1.746], [0.842, 0.555, -4.036], [-0.866, 0.304, -3.896], [0.184, -1.125, -4.268], [-3.748, -1.245, 0.655], [-2.248, -1.078, 0.732], [-1.717, 0.060, 0.572], [-1.526, -2.085, 0.911], [-4.037, -2.185, 1.117], [-3.908, -1.349, -0.428], [-4.351, -0.412, 1.002], [2.043, -2.981, 0.373], [0.490, -1.135, 3.509]], "nbo_charge": [2.00, -0.72, 0.78, -0.76, -0.75, 0.23, 0.21, 0.20, -0.72, 0.77, -0.79, -0.73, 0.21, 0.21, 0.21, -0.72, 0.78, -0.78, -0.73, 0.21, 0.22, 0.21, -0.75, -0.80]}

---

(4)
{"formula": "C2H6N2O2", "method": "ωB97M-V/def2-TZVPD", "e_lumo_ev": [1.03, -2.01], "e_tot_ha": -339.5057, "fmax_ha_per_bohr": 0.191, "spin_multiplicity": 3, "e_homo_ev": [-6.7265, -10.7404], "orbital_gap_ev": [7.8, 8.7], "s2": 2.008, "symbols": ["C", "C", "N", "N", "O", "O", "H", "H", "H", "H", "H", "H"], "coordinates": [[-1.667, 1.489, 0.715], [1.516, -1.723, -0.364], [-0.095, -0.038, -0.004], [-1.124, 0.135, 0.705], [-1.828, -0.747, 1.266], [0.204, -1.496, 0.054], [-2.714, 1.395, 0.408], [-1.236, 2.276, 0.078], [-1.354, 1.936, 1.651], [1.575, -2.757, -0.704], [2.357, -1.456, 0.207], [1.703, -1.404, -1.398]], "nbo_charge": [-0.47, -0.28, 0.08, 0.03, -0.24, -0.35, 0.23, 0.22, 0.21, 0.20, 0.19, 0.18]}

---

(5)
{"formula": "C12H8F6IrN2O5S3", "method": "ωB97M-V/def2-TZVPD", "e_lumo_ev": [-2.56, -1.58], "e_tot_ha": -2845.7957, "fmax_ha_per_bohr": 0.011, "spin_multiplicity": 2, "e_homo_ev": [-8.9728, -8.8456], "orbital_gap_ev": [6.4, 7.3], "s2": 1.074, "symbols": ["Ir", "F", "C", "F", "F", "S", "O", "O", "N", "S", "O", "O", "C", "F", "F", "F", "C", "C", "C", "C", "C", "C", "C", "C", "C", "S", "C", "N", "H", "H", "H", "H", "H", "H", "H", "H", "O"], "coordinates": [[-0.453, 0.192, 1.261], [-0.268, 4.421, 2.582], [0.708, 4.606, 1.698], [0.594, 5.812, 1.164], [1.880, 4.498, 2.310], [0.610, 3.328, 0.375], [0.654, 2.080, 1.139], [1.686, 3.594, -0.512], [-0.786, 3.626, -0.282], [-2.050, 2.722, -0.284], [-2.871, 2.945, -1.417], [-1.748, 1.306, 0.002], [-3.060, 3.231, 1.182], [-3.082, 4.553, 1.277], [-2.534, 2.718, 2.292], [-4.295, 2.775, 1.034], [3.131, -1.190, -0.906], [2.307, -2.405, -0.600], [2.846, -3.708, -0.759], [2.067, -4.791, -0.480], [0.743, -4.599, -0.028], [-0.132, -5.676, 0.253], [-1.413, -5.438, 0.662], [-1.860, -4.113, 0.825], [-1.025, -3.049, 0.583], [-1.752, -1.487, 0.892], [0.305, -3.264, 0.120], [1.083, -2.204, -0.182], [4.127, -1.443, -1.262], [3.214, -0.574, -0.010], [2.627, -0.586, -1.661], [3.864, -3.827, -1.106], [2.444, -5.800, -0.602], [0.228, -6.690, 0.127], [-2.088, -6.257, 0.869], [-2.872, -3.926, 1.163], [0.652, -0.286, 2.460]], "nbo_charge": [1.02, -0.31, 0.74, -0.30, -0.30, 2.27, -0.99, -0.87, -1.21, 2.27, -0.86, -0.99, 0.73, -0.30, -0.31, -0.30, -0.65, 0.26, -0.26, -0.13, -0.03, -0.17, -0.22, -0.18, -0.21, 0.21, 0.14, -0.44, 0.21, 0.24, 0.24, 0.22, 0.22, 0.22, 0.22, 0.23, -0.43]}